# C4H9N3O

A molecular structure, C4H9N3O in a non-equilibrium geometry (the ωB97M-V functional and the def2-TZVPD basis, the Open Molecules 2025 dataset).

Geometry (Å):
C1 1.101 -0.949 1.790
C2 1.743 -1.931 -0.458
C3 -0.345 0.936 -0.145
C4 -1.638 0.118 -0.326
H1 0.604 0.073 2.287
H2 2.321 -0.897 1.330
H3 0.622 -2.054 2.481
H4 1.040 -3.111 -0.617
H5 1.826 -1.064 -1.382
H6 2.808 -1.988 0.365
H7 -1.509 2.620 -0.321
H8 0.290 2.782 -0.018
H9 -1.673 -0.962 0.291
N1 0.727 -1.129 0.272
N2 0.773 0.339 -0.024
N3 -0.566 2.283 -0.124
O1 -2.255 0.638 -1.305

* max |F|: 4.81 eV/A
* LUMO: 0.19 eV
* ΔE to the lowest compared entry with this formula, charge and spin: 9.026 eV
* frontier orbital gap: 8.5 eV
* HOMO energy: -0.3046 Ha